1.
Here is a single C19H25N3O5 molecule at a distorted geometry from OMol25. Energies are from ωB97M-V with the def2-TZVPD basis set.

Atoms and positions in Å:
C -7.582 -2.387 0.054
C -7.363 -1.195 0.984
O -6.154 -0.505 0.761
C -6.106 0.243 -0.434
C -4.877 1.147 -0.388
C -3.598 0.320 -0.304
N -2.458 1.198 -0.219
C -1.184 0.815 -0.076
C -0.836 -0.553 0.017
C 0.459 -0.964 0.183
C 1.495 -0.024 0.258
N 2.833 -0.452 0.440
C 3.413 -1.470 -0.297
O 2.848 -2.122 -1.134
C 4.868 -1.580 0.120
C 5.762 -1.235 -1.078
C 5.611 0.239 -1.445
C 5.970 1.173 -0.274
C 6.150 0.424 1.047
C 5.025 -0.588 1.273
C 3.687 0.119 1.372
O 3.386 1.003 2.127
C 1.205 1.314 0.151
C -0.114 1.750 -0.016
N -0.308 3.145 -0.144
O 0.670 3.868 -0.172
O -1.454 3.585 -0.235
H -6.713 -3.039 0.076
H -8.452 -2.947 0.384
H -7.751 -2.061 -0.970
H -8.212 -0.499 0.902
H -7.294 -1.541 2.018
H -6.045 -0.423 -1.308
H -7.016 0.855 -0.531
H -4.862 1.774 -1.280
H -4.946 1.787 0.492
H -3.515 -0.323 -1.190
H -3.657 -0.320 0.582
H -2.621 2.200 -0.274
H -1.619 -1.289 -0.038
H 0.689 -2.015 0.251
H 5.064 -2.612 0.424
H 6.801 -1.461 -0.837
H 5.467 -1.858 -1.924
H 4.578 0.412 -1.757
H 6.245 0.458 -2.305
H 6.893 1.712 -0.492
H 5.184 1.921 -0.151
H 6.150 1.139 1.871
H 7.106 -0.102 1.057
H 5.198 -1.099 2.226
H 1.981 2.061 0.205

Its spin multiplicity is 1. As for the net charge: 0. As for the SMILES: CCOCCCNc1ccc(N2C(=O)[C@H]3CCCC[C@H]3C2=O)cc1[N+](=O)[O-]. The calculation puts the LUMO energy at -0.30 eV. The calculation puts the largest force on an atom at 0.0265 Eh/bohr. Its orbital gap is 7.84 eV. The energy above the lowest of the compared OMol25 structures with the same formula, charge and spin is 102.0 kcal per mole.

Mulliken atomic charge list, values in e, 2 entries:
1. C -1.13
2. C -0.30

2.
Here is a single C4H7N3O2 molecule at a distorted geometry from OMol25. Energies are from ωB97M-V with the def2-TZVPD basis set.

Atoms and positions in Å:
H -1.243 -2.043 -0.968
N -1.534 -1.153 -1.369
C -0.805 -0.154 -0.991
N 0.524 -0.273 -0.372
C 1.549 -1.228 -0.796
C 0.660 0.457 0.727
N 1.504 0.783 1.587
H 1.420 1.729 1.961
C -1.043 1.285 0.687
O -1.122 2.490 0.599
O -1.880 0.556 1.453
H -0.920 0.781 -1.549
H 1.101 -2.155 -1.156
H 2.232 -1.481 0.017
H 2.124 -0.766 -1.602
H -2.566 1.171 1.773

Its spin multiplicity is 1. As for the net charge: 0. As for the SMILES: [H]/N=C\N(C)/C(=N/[H])C(=O)O. The calculation puts the LUMO energy at -0.33 eV. The calculation puts the largest force on an atom at 0.0904 Eh/bohr. Its orbital gap is 8.67 eV. The energy above the lowest of the compared OMol25 structures with the same formula, charge and spin is 84.0 kcal per mole.

Mulliken atomic charge list, values in e, 2 entries:
1. H 0.25
2. N -0.58

3.
Here is 2 unconnected molecules or ions with the total composition C5H6N at a distorted geometry from OMol25. Energies are from ωB97M-V with the def2-TZVPD basis set.

Atoms and positions in Å:
C -2.403 1.630 -0.551
C 2.552 0.752 -0.469
C 1.511 0.190 -0.013
C -1.494 -0.452 0.322
C -0.797 -1.608 0.614
N -1.726 0.627 -0.199
H -1.926 2.579 -0.705
H 3.210 0.642 -1.321
H 3.036 1.420 0.332
H -0.286 -1.478 1.495
H -0.065 -1.811 -0.253
H -1.613 -2.492 0.749

Its spin multiplicity is 1. As for the net charge: +1. The calculation puts the LUMO energy (alpha / beta) at -6.96 / -6.99 eV. The calculation puts the largest force on an atom at 0.0968 Eh/bohr. Its orbital gap (alpha / beta) is 7.47 / 7.33 eV. The energy above the lowest of the compared OMol25 structures with the same formula, charge and spin is 216.9 kcal per mole.

Mulliken atomic charge list, values in e, 2 entries:
1. C -0.04
2. C -0.69

4.
Here is a single C20H29N5O3S2 molecule at a distorted geometry from OMol25. Energies are from ωB97M-V with the def2-TZVPD basis set.

Atoms and positions in Å:
C 2.139 -3.286 -1.522
C 1.795 -3.348 -0.035
C 2.596 -2.300 0.734
C 2.043 -4.767 0.489
C 1.682 -4.975 1.965
N 0.322 -4.582 2.263
C -0.723 -5.374 1.980
O -0.643 -6.520 1.592
C -2.076 -4.695 2.208
S -2.539 -3.698 0.756
C -1.590 -2.277 1.046
N -0.848 -2.027 2.100
N -0.275 -0.835 1.919
C -0.651 -0.358 0.761
C -0.185 0.910 0.231
C 0.148 1.916 1.142
C 0.617 3.134 0.692
C 0.753 3.350 -0.668
S 1.329 4.948 -1.265
O 1.886 4.751 -2.569
O 2.127 5.544 -0.238
N -0.011 5.923 -1.460
C -0.745 6.255 -0.260
C -1.940 5.283 -0.204
C -2.082 4.755 -1.644
C -0.983 5.487 -2.436
C 0.469 2.352 -1.579
C 0.003 1.128 -1.134
N -1.512 -1.246 0.156
C -2.250 -1.146 -1.070
H 3.193 -3.505 -1.675
H 1.937 -2.294 -1.922
H 1.553 -4.012 -2.084
H 0.728 -3.124 0.074
H 2.489 -1.323 0.265
H 3.651 -2.562 0.742
H 2.248 -2.209 1.760
H 3.096 -5.022 0.356
H 1.450 -5.467 -0.104
H 2.348 -4.404 2.613
H 1.778 -6.039 2.199
H 0.143 -3.606 2.488
H -2.855 -5.452 2.291
H -2.072 -4.034 3.073
H 0.039 1.713 2.196
H 0.901 3.916 1.377
H -0.074 6.185 0.594
H -1.093 7.288 -0.349
H -2.840 5.797 0.128
H -1.742 4.466 0.489
H -3.066 4.965 -2.059
H -1.923 3.677 -1.675
H -0.483 4.870 -3.180
H -1.390 6.374 -2.931
H 0.641 2.540 -2.628
H -0.177 0.339 -1.847
H -1.696 -1.602 -1.894
H -2.448 -0.099 -1.295
H -3.194 -1.679 -0.955

Its spin multiplicity is 1. As for the net charge: 0. As for the SMILES: CC(C)CCNC(=O)CSc1nnc(-c2ccc(S(=O)(=O)N3CCCC3)cc2)n1C. The calculation puts the LUMO energy at -0.18 eV. The calculation puts the largest force on an atom at 0.0247 Eh/bohr. Its orbital gap is 8.56 eV. The energy above the lowest of the compared OMol25 structures with the same formula, charge and spin is 2.3 kcal per mole.

Mulliken atomic charge list, values in e, 2 entries:
1. C -1.79
2. C 2.05

Copy entry 2 word for word.
Here is a single C4H7N3O2 molecule at a distorted geometry from OMol25. Energies are from ωB97M-V with the def2-TZVPD basis set.

Atoms and positions in Å:
H -1.243 -2.043 -0.968
N -1.534 -1.153 -1.369
C -0.805 -0.154 -0.991
N 0.524 -0.273 -0.372
C 1.549 -1.228 -0.796
C 0.660 0.457 0.727
N 1.504 0.783 1.587
H 1.420 1.729 1.961
C -1.043 1.285 0.687
O -1.122 2.490 0.599
O -1.880 0.556 1.453
H -0.920 0.781 -1.549
H 1.101 -2.155 -1.156
H 2.232 -1.481 0.017
H 2.124 -0.766 -1.602
H -2.566 1.171 1.773

Its spin multiplicity is 1. As for the net charge: 0. As for the SMILES: [H]/N=C\N(C)/C(=N/[H])C(=O)O. The calculation puts the LUMO energy at -0.33 eV. The calculation puts the largest force on an atom at 0.0904 Eh/bohr. Its orbital gap is 8.67 eV. The energy above the lowest of the compared OMol25 structures with the same formula, charge and spin is 84.0 kcal per mole.

Mulliken atomic charge list, values in e, 2 entries:
1. H 0.25
2. N -0.58

Among the records above, which one has the highest largest force on an atom?
C5H6N

Look up the largest force on an atom of the fourth one.
0.0247 Eh/bohr